# 1
ORCA calculation (the ωB97M-V functional and the def2-TZVPD basis) on a cluster of 10 separate species, C10H40O10 in total at a distorted geometry.

XYZ file:
```
60
Properties=species:S:1:pos:R:3:forces:R:3
O 2.096 1.117 -4.267 -0.883 -0.190 0.191
H 1.287 1.429 -4.715 0.564 -0.271 0.289
H 1.820 0.310 -3.764 0.395 0.511 -0.406
O -0.472 0.578 1.918 -0.214 -0.060 -0.251
H 0.311 0.643 1.338 -0.700 0.427 -0.063
H -1.201 1.122 1.551 0.936 -0.186 -0.023
O 1.475 -1.345 -2.843 -0.049 2.022 -1.116
H 0.546 -1.545 -2.930 -0.684 -0.592 0.128
H 1.879 -1.983 -2.296 0.604 -1.402 1.103
O 3.221 2.544 -1.980 0.105 0.269 0.534
H 4.145 2.825 -2.014 -0.409 -0.106 -0.195
H 2.873 2.467 -2.874 0.232 -0.277 -0.474
O 1.039 1.360 -0.542 0.026 -0.702 -0.885
H 1.621 1.974 -1.031 0.065 -0.251 0.435
H 1.052 0.557 -1.115 -0.032 0.748 0.561
C 1.407 -2.529 5.436 -0.746 -0.062 1.439
C 0.319 -2.031 4.562 -0.415 0.782 -0.132
O 0.626 -0.809 3.916 1.214 -0.461 0.910
H 1.006 -3.415 5.943 0.153 0.115 0.083
H 1.742 -1.829 6.189 -0.198 0.372 0.227
H 2.248 -2.827 4.928 2.138 -0.738 -1.476
H -0.485 -1.929 5.275 -1.015 0.352 -0.185
H 0.083 -2.827 3.874 -0.349 -0.233 -0.578
H 0.037 -0.490 3.227 -0.698 -0.176 -0.147
C 0.223 4.221 1.521 0.676 0.205 0.114
C -1.019 3.969 0.703 0.509 2.399 -0.748
O -1.957 3.039 1.156 -0.032 -0.375 1.051
H 0.809 4.989 0.989 -0.275 -0.110 0.199
H 0.882 3.377 1.600 0.173 -0.701 -0.005
H 0.061 4.586 2.535 -0.320 0.077 0.046
H -0.675 3.741 -0.302 -0.381 -0.499 -0.127
H -1.489 4.983 0.635 -0.094 -0.669 -0.170
H -2.048 3.262 2.097 -0.296 -0.390 -0.265
C -2.930 1.608 -2.960 -0.950 1.016 -0.589
C -3.409 2.352 -1.740 0.140 0.128 -0.123
O -3.765 3.702 -2.166 -0.411 -0.974 1.086
H -3.102 0.559 -2.944 -0.180 -0.920 0.265
H -1.891 1.775 -3.140 0.714 0.210 -0.179
H -3.513 2.033 -3.790 0.284 -0.294 -0.043
H -2.623 2.410 -1.016 0.598 0.170 0.459
H -4.200 1.809 -1.204 -0.391 0.398 -0.469
H -4.227 4.066 -1.393 0.227 0.196 -0.465
C -2.740 -3.192 -1.115 0.935 -0.799 -0.949
C -1.396 -3.424 -1.847 -1.415 -0.159 0.212
O -1.198 -2.390 -2.823 -0.837 -1.000 -1.815
H -3.590 -3.288 -1.794 0.171 0.205 -0.182
H -2.730 -2.225 -0.669 -0.193 0.657 0.576
H -2.864 -3.995 -0.409 -0.074 -0.104 0.712
H -1.437 -4.458 -2.225 0.247 0.436 -0.598
H -0.541 -3.414 -1.180 0.084 0.381 0.214
H -1.730 -2.617 -3.653 1.108 0.490 1.815
C 3.281 -2.124 1.517 1.519 -1.822 -0.970
C 2.252 -2.016 0.410 0.759 0.570 0.399
O 2.316 -3.131 -0.463 0.463 1.473 -1.720
H 3.186 -1.320 2.216 -0.144 0.235 0.682
H 4.315 -2.095 1.061 -0.989 0.111 0.467
H 3.223 -3.163 1.972 -0.135 1.348 -0.019
H 2.522 -1.102 -0.194 -0.791 -0.940 0.486
H 1.275 -1.961 0.891 -0.279 0.393 -0.343
H 2.056 -3.930 -0.061 -0.462 -1.233 1.025
```
Forces are in eV/Å.

Calculated values
- Electronic energy: -1157.33439 hartree
- SMILES: CCO.CCO.CCO.CCO.CCO.O.O.O.O.O
- Highest occupied orbital energy: -9.54 eV
- Charge: 0
- Relative energy (zero: lowest compared OMol25 entry of this formula, charge and spin): 0.476 eV
- Frontier orbital gap: 9.917 eV

=====

# 2
ORCA calculation (the ωB97M-V functional and the def2-TZVPD basis) on the molecule C4H7NO.

XYZ file:
```
13
Properties=species:S:1:pos:R:3:forces:R:3
O -1.691 -0.391 1.411 -0.238 0.611 -0.176
C -1.495 0.338 0.466 -0.243 0.041 0.458
C -0.277 1.214 0.312 -0.095 0.054 0.226
N 0.602 0.480 -0.616 -0.216 0.025 -0.077
C 1.467 -0.542 -0.056 0.280 -0.138 0.114
C 0.254 -0.939 -0.787 0.029 -0.481 -0.139
H -0.494 -1.373 -0.128 0.168 -0.102 -0.556
H -2.127 0.292 -0.447 -0.116 0.035 0.243
H 0.185 1.379 1.290 0.025 -0.022 -0.136
H -0.543 2.178 -0.138 0.072 -0.150 0.069
H 1.438 -0.681 1.025 0.055 -0.009 -0.157
H 2.436 -0.666 -0.523 0.039 0.235 0.060
H 0.245 -1.289 -1.811 0.240 -0.098 0.070
```
Forces are in eV/Å.

Calculated values
- Electronic energy: -286.52617 hartree
- SMILES: O=CCN1CC1
- Highest occupied orbital energy: -9.39 eV
- Charge: 0
- Relative energy (zero: lowest compared OMol25 entry of this formula, charge and spin): 2.870 eV
- Frontier orbital gap: 10.351 eV

=====

# 3
ORCA calculation (the ωB97M-V functional and the def2-TZVPD basis) on a structure of composition C21H31N3O3 at a distorted geometry.

XYZ file:
```
58
Properties=species:S:1:pos:R:3:forces:R:3
C -4.788 -1.371 1.019 1.174 2.481 -2.543
C -3.261 -1.805 0.738 -9.622 4.523 12.632
C -2.433 -1.958 1.804 -0.310 -1.270 5.453
C -1.237 -2.522 1.626 3.063 -1.729 0.523
C -0.762 -2.869 0.224 -0.255 1.388 7.218
C -1.651 -2.498 -0.667 0.701 -0.644 -5.886
C -2.983 -2.097 -0.370 4.162 -1.490 -18.275
H -3.537 -1.744 -1.518 0.931 -1.292 4.068
H -1.255 -2.522 -1.809 -1.293 -0.094 2.587
C 0.661 -3.228 0.151 0.472 3.287 -3.141
N 1.468 -1.892 -0.132 -4.910 -6.936 -8.859
C 1.706 -1.637 -1.521 1.540 -4.484 0.667
O 1.429 -2.516 -2.505 0.969 5.353 5.084
C 2.731 -0.414 -1.499 -2.181 -3.953 -2.534
C 2.012 0.710 -1.035 -0.275 0.141 5.990
N 2.119 0.728 0.650 9.390 -2.616 -9.859
C 3.471 0.500 1.106 -2.041 4.553 2.012
O 3.616 0.662 2.329 0.854 -1.282 -1.990
C 4.606 0.527 -0.057 -3.815 -10.059 7.869
C 4.059 -0.699 -0.777 -1.047 2.215 -2.009
H 4.019 -1.662 -0.384 0.074 -1.096 1.929
H 4.723 -0.796 -1.515 2.628 -1.005 -3.439
H 5.436 0.315 0.570 1.260 -0.102 -0.104
H 4.572 1.377 -0.412 -0.173 8.042 -4.232
C 1.059 1.189 1.154 -1.008 -3.998 10.777
C 0.886 2.535 1.609 -10.331 -4.323 -0.114
C 0.252 3.029 0.377 -8.055 5.221 9.282
N -0.845 2.646 -0.215 -5.394 -8.364 5.090
C -1.236 2.793 -1.457 2.384 0.672 -4.565
C -2.210 1.853 -2.025 -2.530 4.772 -5.164
H -2.493 2.253 -3.176 1.503 -1.316 2.550
O -3.461 1.988 -1.473 0.546 -1.151 4.391
C -3.150 1.773 0.032 -1.614 -4.420 -3.680
C -2.124 2.520 0.567 4.506 8.388 2.040
H -1.950 2.300 1.629 -0.020 -0.096 -0.448
H -2.412 3.898 0.599 0.312 -3.373 0.135
H -4.101 1.883 0.361 -2.549 0.872 1.902
H -2.854 0.709 0.388 -0.637 0.791 -1.752
H -1.897 0.899 -2.033 1.321 -3.586 -0.083
H -0.364 2.830 -2.066 1.095 -0.720 -1.120
H -1.419 3.797 -1.507 -2.311 3.378 -1.119
H 0.880 3.342 -0.147 9.931 3.827 -9.183
H -0.133 4.207 0.674 1.074 -1.003 0.166
H 0.056 2.472 2.478 2.124 0.509 -1.691
H 1.631 3.057 1.839 6.311 3.966 2.054
H 0.325 0.488 0.960 -2.950 -0.189 -0.717
H 1.380 0.454 2.405 -1.327 1.722 -1.974
H 2.582 1.483 -1.323 1.284 3.653 -1.014
H 0.980 0.804 -1.231 -1.089 0.024 -0.462
H 2.689 -0.245 -2.557 1.552 0.115 -1.051
H 1.828 -1.436 0.558 2.620 3.709 4.886
H 0.675 -3.818 -0.746 1.219 -0.404 -0.396
H 1.179 -3.635 0.952 0.113 -1.115 1.702
H -0.606 -2.776 2.613 -1.192 0.510 -2.611
H -2.859 -1.977 2.948 1.018 0.702 -3.054
H -5.440 -2.154 1.182 -0.975 -2.453 -0.269
H -5.197 -0.806 0.042 0.906 -1.078 2.334
H -5.040 -0.819 1.922 0.870 0.822 -0.005
```
Forces are in eV/Å.

Calculated values
- Electronic energy: -1208.08724 hartree
- Highest occupied orbital energy: -7.81 eV
- Charge: 0
- Relative energy (zero: lowest compared OMol25 entry of this formula, charge and spin): 21.639 eV
- Frontier orbital gap: 8.239 eV

=====

# 4
ORCA calculation (the ωB97M-V functional and the def2-TZVPD basis) on a cluster of 14 separate species, C17H58F3N26O15 in total at a distorted geometry.

XYZ file:
```
119
Properties=species:S:1:pos:R:3:forces:R:3
C -18.755 5.448 12.427 0.173 3.200 -2.607
O -18.756 5.996 13.762 -1.091 -0.764 1.683
O -18.840 6.496 11.526 0.733 -2.411 1.363
C -17.485 4.504 12.347 -0.066 2.681 -0.704
F -16.267 5.084 12.503 -0.259 0.363 -0.084
F -17.547 3.621 13.319 -0.195 -1.824 0.578
F -17.427 3.922 11.127 -0.204 -0.612 0.420
C -19.847 5.748 14.675 0.323 0.847 0.185
C -20.458 7.080 15.220 0.076 -0.125 -0.903
H -21.182 7.423 14.481 -0.181 0.090 0.071
H -20.958 6.979 16.183 -0.078 -0.323 0.004
H -19.767 7.918 15.317 0.472 -0.347 -0.013
H -19.560 5.138 15.532 0.775 -0.023 0.134
H -20.684 5.164 14.293 0.073 0.026 -0.869
H -19.570 4.753 12.224 -0.575 -0.583 0.666
C -17.631 5.544 4.377 2.977 -0.198 -3.124
O -17.066 5.314 3.287 -1.096 0.486 1.409
N -18.833 5.325 4.756 -5.799 -1.889 0.312
N -17.068 6.117 5.420 4.167 1.805 1.221
H -19.585 5.004 4.163 0.364 -0.141 0.301
H -18.934 5.447 5.754 -1.275 -0.330 -0.631
H -17.493 6.191 6.333 0.629 0.301 -0.325
H -16.154 6.481 5.189 0.035 -0.035 0.913
C -17.457 -3.940 13.386 -0.377 -4.469 0.569
O -17.626 -5.041 12.889 -0.221 -0.503 -1.247
N -16.952 -3.851 14.590 2.105 -0.604 3.100
N -17.829 -2.800 12.984 -1.994 5.668 -3.002
H -16.454 -4.698 14.825 0.150 0.565 0.774
H -16.899 -2.955 15.052 0.443 -0.697 0.337
H -17.399 -2.008 13.440 -0.579 0.136 -0.541
H -18.538 -2.655 12.280 0.465 -0.073 -0.003
C -10.302 1.919 8.168 1.451 3.117 0.690
O -9.529 2.246 9.010 3.006 1.686 2.224
N -10.710 2.706 7.203 -0.128 2.220 -2.243
N -10.881 0.809 8.239 -3.669 -6.240 -0.181
H -11.350 2.370 6.498 0.414 0.642 -0.108
H -10.140 3.538 7.151 -0.543 0.017 -0.693
H -10.928 0.465 9.188 -0.260 -0.483 -0.363
H -11.667 0.756 7.607 -0.271 -0.971 0.657
C -25.545 1.653 17.869 -2.603 -1.328 -1.809
O -24.636 2.154 18.424 2.474 1.101 1.887
N -26.321 0.629 18.194 -0.855 -3.283 3.610
N -26.049 2.004 16.696 0.911 3.396 -3.764
H -26.139 0.166 19.073 -0.247 -0.158 -0.249
H -26.928 0.191 17.517 0.404 0.027 0.525
H -25.485 2.714 16.251 -0.547 0.032 -0.474
H -26.911 1.697 16.268 0.495 0.205 0.310
C -22.536 -0.202 7.775 1.921 4.328 5.307
O -22.163 -0.384 8.934 0.624 -0.905 -0.316
N -23.268 -0.899 7.075 -4.382 -7.592 -3.897
N -22.529 1.000 7.238 2.267 3.577 -0.200
H -23.557 -1.748 7.541 -0.295 -0.324 -1.011
H -23.503 -0.582 6.146 -0.355 -1.006 0.374
H -23.083 1.185 6.414 0.377 0.837 0.701
H -22.198 1.621 7.963 -0.152 1.072 -0.946
C -21.589 12.008 8.463 0.279 1.433 -1.877
O -21.980 13.095 8.119 -1.128 1.759 0.265
N -22.204 11.157 9.235 -3.157 -1.562 2.927
N -20.508 11.482 7.942 2.692 -1.611 -0.726
H -21.868 10.252 9.531 -0.009 0.368 -0.144
H -23.099 11.463 9.589 0.237 -0.232 0.069
H -19.859 12.063 7.431 -0.065 -0.408 0.302
H -20.295 10.600 8.387 1.184 0.201 -0.775
C -14.665 -1.480 3.573 4.328 0.436 -3.192
O -13.930 -0.471 3.545 -1.670 -1.581 0.410
N -15.623 -1.789 4.374 -3.946 0.469 3.776
N -14.442 -2.562 2.728 0.638 0.483 -0.785
H -16.348 -2.451 4.136 0.434 0.069 -0.088
H -15.923 -1.112 5.061 0.179 0.044 -0.134
H -14.998 -3.404 2.771 0.353 0.299 -0.115
H -13.740 -2.436 2.014 -0.290 -0.208 0.163
C -15.747 11.594 12.881 3.434 2.255 -1.492
O -14.975 12.486 13.167 0.797 1.188 -0.193
N -16.611 11.120 13.660 -4.624 -2.243 4.378
N -15.759 10.902 11.750 0.673 -0.949 -4.115
H -17.010 10.260 13.310 -0.614 0.070 1.286
H -16.711 11.495 14.592 -0.080 -0.487 -0.256
H -15.343 11.316 10.928 0.209 -0.026 0.349
H -16.564 10.337 11.518 0.166 0.055 0.033
C -28.277 8.896 20.838 5.194 -3.037 0.092
O -27.065 9.031 21.084 -0.710 0.172 -0.703
N -28.762 7.812 20.256 0.113 -1.961 -1.757
N -29.160 9.664 21.292 -3.968 4.940 2.388
H -29.747 7.588 20.264 0.542 -0.228 -0.255
H -28.023 7.258 19.847 -0.710 -0.464 -0.047
H -28.743 10.451 21.768 -0.725 0.241 -0.015
H -30.097 9.678 20.916 0.273 0.338 0.299
C -18.065 -0.049 19.894 4.812 -3.076 0.020
O -17.075 -0.759 19.753 0.713 -0.313 -0.616
N -18.036 1.130 20.359 0.273 6.835 2.822
N -19.251 -0.443 19.677 -5.189 -2.320 -1.446
H -17.246 1.599 20.778 0.108 -0.644 -0.339
H -18.914 1.593 20.544 0.384 0.173 -0.141
H -19.331 -1.288 19.130 -0.670 0.196 0.395
H -19.992 0.119 20.072 -0.404 -0.861 -0.744
C -11.922 -1.736 14.919 1.743 -0.790 -4.269
O -11.687 -1.928 13.732 -0.553 0.018 -0.621
N -11.353 -2.411 15.840 2.820 -4.197 3.899
N -12.583 -0.771 15.423 -4.436 5.121 1.059
H -10.746 -3.166 15.556 -0.163 0.173 0.347
H -11.500 -2.183 16.813 0.371 -0.399 -0.279
H -13.133 -0.215 14.785 0.098 0.012 0.141
H -12.931 -0.804 16.371 0.093 0.076 -0.276
C -22.818 4.092 24.507 -2.047 2.792 2.976
O -23.127 4.502 25.633 0.643 -0.631 -0.450
N -22.476 4.894 23.521 1.613 2.565 -1.884
N -23.031 2.907 24.032 -0.163 -4.144 -0.613
H -22.440 5.891 23.681 0.222 -0.353 -0.167
H -22.233 4.483 22.632 -0.028 0.860 0.098
H -22.757 2.805 23.065 -0.656 -1.039 0.437
H -23.553 2.239 24.580 0.381 -0.038 -0.416
C -14.653 8.773 19.841 6.929 -4.683 -1.661
O -13.524 8.490 20.331 -1.296 1.571 -0.526
N -15.637 9.138 20.491 -6.673 3.581 5.600
N -14.954 8.319 18.628 0.354 -0.545 -3.902
H -16.568 9.298 20.134 0.428 -0.095 -0.276
H -15.552 9.322 21.480 0.273 -0.066 -0.239
H -15.832 8.361 18.129 -0.080 0.364 0.602
H -14.187 8.195 17.983 0.063 -0.144 0.382
```
Forces are in eV/Å.

Calculated values
- Electronic energy: -3534.56693 hartree
- Highest occupied orbital energy: -4.18 eV
- Charge: -1
- Relative energy (zero: lowest compared OMol25 entry of this formula, charge and spin): 14.071 eV
- Frontier orbital gap: 5.103 eV